Here is the molecule C9H7NO2 from the OMol25 dataset. Energies are from wB97M-V/def2-TZVPD.

Last column: Löwdin charge in e.
CARTESIAN COORDINATES (ANGSTROEM)
O -3.562 -1.480 -0.256  0.08
N -3.156 -0.423 0.171  -0.39
O -3.550 0.121 1.174  0.10
C -2.092 0.224 -0.595  -0.12
C -1.858 1.669 -0.287  -0.03
C -0.604 1.913 0.104  0.00
C 0.171 0.685 0.184  -0.19
C 1.486 0.463 0.561  -0.02
C 1.960 -0.841 0.591  -0.08
C 1.144 -1.903 0.238  -0.08
C -0.176 -1.696 -0.152  -0.02
C -0.627 -0.404 -0.166  -0.07
H -2.248 0.012 -1.655  0.16
H -2.654 2.388 -0.373  0.11
H -0.194 2.877 0.340  0.11
H 2.124 1.292 0.827  0.11
H 2.976 -1.033 0.901  0.10
H 1.539 -2.908 0.269  0.10
H -0.818 -2.521 -0.419  0.11

The SMILES is O=[N+]([O-])[C@H]1C=Cc2ccccc21. The calculation puts the relative energy (zero: lowest compared OMol25 entry of this formula, charge and spin) at 91.2 kcal per mole. The value obtained for the HOMO-LUMO gap is 9.29 eV. Its largest force on an atom is 0.0648 hartree/bohr. For the total energy, the calculation gives -552.2818 Eh.